89
Properties=species:S:1:pos:R:3:forces:R:3:mulliken_charge:R:1 method="wB97M-V/def2-TZVPD" total_energy_ha=-3792.97572 multiplicity=1 homo_lumo_gap_ev=7.48
Cu -0.113 1.857 -1.884 0.36 0.43 -0.14 0.802
Sr 0.542 5.291 -2.932 -0.38 -2.17 -0.44 1.748
O -0.743 3.103 1.097 -0.24 -1.48 0.28 -0.406
C -0.240 4.157 0.448 -0.47 3.03 2.60 0.298
O 0.022 4.049 -0.730 1.09 -1.26 -4.90 -0.422
O -0.148 5.207 1.105 0.19 0.03 0.29 -0.815
H -0.874 3.524 1.950 -0.30 -0.27 0.65 0.236
O 2.953 2.229 -5.036 0.89 -3.49 -0.96 -0.454
C 2.400 3.115 -4.284 -2.48 -0.61 1.99 0.606
O 2.604 4.250 -4.573 1.10 6.45 -1.25 -0.826
O 1.609 2.846 -3.344 -0.79 -1.50 1.11 -0.483
H 3.385 2.713 -5.744 0.19 0.10 -0.09 0.294
O -2.528 3.294 -5.432 -0.85 -0.86 -1.09 -0.551
C -1.775 3.747 -4.464 0.67 2.25 0.00 0.640
O -1.604 3.058 -3.467 0.82 -1.59 2.24 -0.508
O -1.323 4.906 -4.633 1.20 1.20 0.39 -0.952
H -2.718 2.420 -5.085 -0.68 -0.95 -0.35 0.333
C -4.780 0.252 -5.004 -0.48 -0.61 2.18 -0.851
O -3.440 0.316 -4.497 0.59 0.21 -1.29 0.006
C -2.567 -0.735 -4.879 -0.44 -2.35 0.32 -0.788
C -2.716 -2.040 -3.989 0.45 1.45 0.62 -0.138
N -4.040 -2.584 -3.868 -1.68 -0.99 1.39 -0.293
C -4.077 -3.767 -2.974 -1.14 -2.02 0.07 -0.916
C -5.508 -4.252 -2.344 0.60 1.11 -1.44 -0.657
O -6.278 -3.331 -1.555 0.26 -0.53 -1.27 -0.362
C -5.559 -2.605 -0.597 0.63 -0.61 -0.79 -0.045
H -5.239 -0.516 -4.382 -0.56 -0.17 -0.49 0.233
H -5.013 0.012 -6.041 0.82 0.26 -0.20 0.365
H -5.269 1.160 -4.648 0.18 0.28 -0.55 0.285
H -1.526 -0.420 -4.807 -0.16 0.34 0.21 0.295
H -2.708 -1.126 -5.887 -0.39 0.67 -0.47 0.414
H -2.395 -1.724 -2.996 0.58 -0.15 0.29 -0.146
H -2.104 -2.875 -4.330 0.47 0.36 -0.28 0.490
H -4.634 -1.959 -3.342 -0.05 0.67 -0.31 0.291
H -3.333 -3.937 -2.196 0.39 1.47 0.65 0.350
H -3.753 -4.635 -3.550 -0.50 -0.28 -0.62 0.547
H -5.362 -5.212 -1.851 0.44 0.11 0.53 0.390
H -6.163 -4.503 -3.178 -0.04 0.24 -0.10 0.306
H -5.215 -3.315 0.154 -0.34 0.43 0.88 0.320
H -6.200 -1.765 -0.331 0.26 -0.26 0.63 0.259
H -4.632 -2.251 -1.048 0.16 0.56 -0.03 -0.261
C -2.808 0.684 -1.248 -0.82 1.32 0.32 -0.708
O -1.521 0.119 -1.421 -1.02 -0.75 0.19 0.340
C -1.043 -0.469 -0.199 1.42 0.79 -1.04 -0.763
C 0.401 -0.796 -0.579 0.23 0.11 1.60 -0.882
N 1.099 0.520 -0.556 -0.50 -1.26 -1.59 0.445
C 2.485 0.375 -0.970 0.24 0.55 0.67 -1.098
C 3.086 1.731 -0.850 1.46 0.24 -0.27 -0.485
O 3.548 1.948 0.470 -1.60 -2.79 0.05 -0.399
C 4.212 3.091 0.734 -0.02 1.94 0.51 -0.772
H -2.719 1.769 -1.290 0.09 0.20 0.26 0.147
H -3.238 0.420 -0.282 0.06 -0.10 0.07 0.432
H -3.562 0.497 -2.013 0.53 -0.79 -0.37 -0.088
H -1.691 -1.227 0.242 0.05 -0.29 -0.48 0.538
H -0.906 0.341 0.517 -0.59 0.04 0.41 0.241
H 0.529 -1.322 -1.525 -0.26 0.50 -0.27 0.548
H 0.896 -1.443 0.146 -0.19 -0.23 0.37 0.409
H 1.099 0.927 0.368 -0.17 -0.10 0.35 -0.148
H 2.575 -0.025 -1.980 -0.21 0.11 0.04 0.563
H 3.100 -0.197 -0.276 -0.23 -0.79 0.05 0.350
H 2.305 2.442 -1.120 0.57 0.52 -0.32 0.380
H 4.002 1.699 -1.439 -0.19 0.73 -0.82 0.547
H 3.766 3.442 1.665 0.50 0.47 0.23 0.260
H 4.013 3.851 -0.021 0.09 0.25 -0.15 0.295
H 5.291 2.977 0.838 0.17 -0.17 -0.01 0.254
C 0.242 1.034 3.506 -0.05 -0.59 -0.08 -0.563
O 0.752 -0.182 4.133 -0.91 1.79 -1.57 -0.266
C 1.135 -0.005 5.460 0.14 -0.29 0.56 -0.479
C 1.597 -1.343 5.976 0.96 -1.47 2.02 -0.819
N 3.048 -1.595 6.168 -0.42 -0.87 -1.70 -0.150
C 3.570 -2.962 6.187 2.02 1.66 -0.43 -0.602
C 5.112 -2.772 6.016 -0.53 0.20 -0.17 -0.672
O 5.622 -1.860 7.001 -0.86 -0.51 0.24 -0.385
C 7.023 -1.734 6.910 -0.43 -0.20 -0.80 -0.676
H 0.870 1.924 3.532 1.08 -0.47 -0.20 0.406
H -0.659 1.503 3.900 -0.60 -0.87 0.82 0.418
H -0.028 0.760 2.486 0.38 0.07 0.03 -0.171
H 0.263 0.279 6.049 -0.08 0.39 0.15 0.304
H 1.915 0.753 5.532 0.12 0.15 0.18 0.353
H 1.094 -2.122 5.403 0.75 -0.05 -0.89 0.388
H 1.151 -1.636 6.927 -0.59 0.89 0.62 0.409
H 3.658 -1.039 6.750 -0.86 0.49 0.14 0.217
H 3.282 -3.555 5.319 -0.45 0.03 0.09 0.329
H 3.466 -3.531 7.111 -0.60 -0.09 0.23 0.269
H 5.363 -2.383 5.029 -0.34 0.38 -0.24 0.366
H 5.581 -3.756 5.998 0.39 -0.23 0.78 0.473
H 7.264 -1.172 6.007 0.23 -0.15 -0.39 0.287
H 7.352 -2.769 6.825 1.05 0.21 0.22 0.288
H 7.465 -1.147 7.715 -0.38 -0.46 0.38 0.234